40
Properties=species:S:1:pos:R:3 method="wB97M-V/def2-TZVPD" spin_multiplicity=1 charge=+1 homo_energy_ha=-0.4427 gap_ev=5.1
O 0.917 2.723 -2.497
H 1.140 1.810 -2.715
H 1.540 2.997 -1.813
H 1.039 3.279 -3.278
O 2.802 -0.600 -1.013
H 2.804 -1.094 -1.841
H 3.007 0.314 -1.227
H 1.993 -0.675 -0.471
C -0.159 0.521 0.373
O 0.580 -0.646 0.638
H 0.091 0.970 -0.594
H -1.233 0.334 0.313
H -0.156 1.254 1.183
O -4.252 0.823 0.082
H -3.540 1.227 0.582
H -5.046 1.051 0.568
O 2.829 1.900 2.234
H 2.496 1.912 1.336
H 3.507 2.578 2.250
O -0.988 0.651 -3.790
H -0.747 0.687 -4.718
H -0.170 0.443 -3.336
O -0.629 -2.531 2.658
H -0.152 -1.883 2.136
H -1.312 -2.028 3.104
O -3.607 -2.316 1.007
H -2.739 -2.209 0.614
H -3.695 -1.570 1.602
O 2.737 -2.498 1.709
H 2.003 -2.092 1.244
H 2.405 -3.356 1.980
O 1.210 0.270 3.461
H 1.875 0.847 3.073
H 0.689 -0.036 2.715
O -0.069 -2.787 -1.103
H 0.062 -2.094 -0.450
H -0.479 -3.504 -0.616
O -2.295 2.158 -1.726
H -2.726 1.419 -1.290
H -1.735 1.755 -2.388